No. 1
DFT (the ωB97M-V functional and the def2-TZVPD basis) results for a cluster of 2 separate species, C20H28Cl2FNO3 in total in a non-equilibrium geometry.

The geometry in XYZ format:
```
55
C20H28Cl2FNO3, DFT the ωB97M-V functional and the def2-TZVPD basis
C 3.9243 -1.7500 0.2841
C 3.0373 -0.5484 0.5433
O 2.1744 -0.7526 1.6368
C 1.3890 0.3563 1.8475
C 0.3991 0.2226 2.8955
C -0.6336 1.1720 3.1404
O -1.5555 0.9133 3.9081
C -0.6219 2.5020 2.4424
C -1.1409 2.4013 1.0079
C -2.6809 2.2855 0.8980
C -3.1442 0.9972 0.1944
C -3.4266 -0.1621 1.1722
C -2.9761 -1.5243 0.6218
C -1.5076 -1.8122 0.9658
C -1.3485 -2.3036 2.4094
C 0.1021 -2.2868 2.9220
C 0.4326 -1.0195 3.7139
O 1.4924 1.3830 1.1807
H 4.5796 -1.6075 -0.5765
H 4.5517 -1.9572 1.1517
H 3.3275 -2.6432 0.1055
H 3.6253 0.3527 0.7662
H 2.4120 -0.3083 -0.3286
H -1.2188 3.2192 3.0162
H 0.4044 2.8881 2.4488
H -0.7848 3.2519 0.4145
H -0.6619 1.5331 0.5386
H -3.1316 2.3281 1.8963
H -3.0848 3.1670 0.3809
H -4.0375 1.1844 -0.4185
H -2.3784 0.6985 -0.5324
H -2.9102 0.0273 2.1208
H -4.4913 -0.1743 1.4384
H -3.5981 -2.3356 1.0228
H -3.1386 -1.5474 -0.4638
H -1.0799 -2.5556 0.2784
H -0.9128 -0.9034 0.8103
H -1.9616 -1.6901 3.0811
H -1.7726 -3.3132 2.4861
H 0.3002 -3.1699 3.5440
H 0.7910 -2.3687 2.0708
H 1.4233 -1.1059 4.1779
H -0.2725 -0.9068 4.5475
Cl -0.9340 0.9477 -3.8963
C 0.4878 0.8035 -4.8417
N 1.6925 0.5049 -4.1976
F 1.7262 0.4366 -2.8747
C 2.8796 0.3766 -4.9234
Cl 4.3255 0.0251 -4.0721
C 2.8594 0.5226 -6.2811
C 1.6532 0.8102 -6.9344
C 0.4684 0.9452 -6.2005
H 3.7726 0.4109 -6.8392
H 1.6394 0.9318 -8.0047
H -0.4656 1.1480 -6.6954
```

net charge = 0
HOMO-LUMO gap = 1.8 eV
multiplicity = 1
highest occupied orbital energy = -5.14 eV

---

No. 2
DFT (the ωB97M-V functional and the def2-TZVPD basis) results for a structure of composition C19H31AsN5OS5SeY in a non-equilibrium geometry.

The geometry in XYZ format:
```
64
C19H31AsN5OS5SeY, DFT the ωB97M-V functional and the def2-TZVPD basis
Y -0.4086 -0.2769 0.7273
S -2.5050 -3.4726 -0.6518
As -0.6103 -2.7001 -1.2931
S 0.7425 -2.7293 0.4358
S -0.8588 -0.5831 -1.8798
S 0.1834 -3.8472 -2.8736
Se -1.4957 2.5255 -0.0604
C -0.5086 3.0922 -1.4479
N 0.1236 3.5225 -2.3215
O 1.5888 0.9386 -0.2129
C 2.6775 1.0705 -0.7360
C 3.1266 2.3651 -1.3569
C 3.3267 2.0642 -2.8659
C 2.3923 0.9594 -3.4208
C 2.9068 -0.4878 -3.2985
C 2.9359 -1.0267 -1.8636
N 3.5101 -0.0035 -0.9716
H 4.0428 2.7388 -0.8922
H 2.3299 3.0932 -1.2293
H 4.3681 1.7853 -3.0651
H 3.1273 2.9882 -3.4110
H 2.2396 1.1557 -4.4848
H 1.4095 1.0463 -2.9532
H 3.9156 -0.5414 -3.7328
H 2.2568 -1.1419 -3.8850
H 3.5177 -1.9442 -1.7927
H 1.9260 -1.2416 -1.5256
H 4.4172 0.2915 -1.3065
C 1.4134 -2.3104 4.2100
N 2.7319 -1.8202 3.8296
C 3.5404 -2.9119 3.3154
C 2.6572 -0.7516 2.8214
C 1.8180 0.4257 3.2611
C 2.3538 1.2015 4.2895
C 1.6808 2.3078 4.7777
C 0.4606 2.6429 4.2113
C -0.0561 1.8760 3.1745
C 0.5799 0.7322 2.6524
H 1.5320 -3.0683 4.9891
H 0.8682 -2.7613 3.3670
H 0.8180 -1.4895 4.6074
H 3.6321 -3.6899 4.0778
H 4.5397 -2.5425 3.0731
H 3.1052 -3.3654 2.4111
H 2.2915 -1.1415 1.8624
H 3.6871 -0.4151 2.6547
H 3.3180 0.9244 4.7083
H 2.1039 2.8991 5.5834
H -0.0828 3.5129 4.5684
H -1.0032 2.2013 2.7547
C -4.4851 -0.0856 -1.7648
N -3.8820 -0.3982 -0.4945
C -3.9609 0.3527 0.5779
S -3.2026 -0.0998 2.0368
N -4.6880 1.5032 0.4753
C -4.7258 2.4668 1.5605
H -4.1819 -0.8671 -2.4582
H -4.1305 0.8735 -2.1541
H -5.5780 -0.0652 -1.6870
H -3.3934 -1.3205 -0.4516
H -4.6453 1.9170 -0.4449
H -3.7498 2.9145 1.7612
H -5.0628 1.9692 2.4670
H -5.4312 3.2537 1.2933
```

net charge = -2
HOMO-LUMO gap = 6.0 eV
multiplicity = 1
highest occupied orbital energy = -1.65 eV

---

No. 3
DFT (the ωB97M-V functional and the def2-TZVPD basis) results for a structure of composition C20H28N2SiV in a non-equilibrium geometry.

The geometry in XYZ format:
```
52
C20H28N2SiV, DFT the ωB97M-V functional and the def2-TZVPD basis
C 0.0946 1.6913 2.3052
C -1.0216 1.9128 1.4337
C -2.2218 1.6952 2.1824
H -0.9606 2.3245 0.4291
C -1.8632 1.3065 3.5245
C -0.4157 1.3282 3.6094
H 0.1825 1.1758 4.5277
H 1.1570 1.8000 2.0343
H -3.2300 1.9563 1.8519
H -2.5502 1.1637 4.3711
V -1.0366 -0.3218 2.1589
C -1.0325 -1.3799 0.5993
H -2.1428 -1.2481 0.7693
H -0.7438 -2.1495 1.3785
H -0.7241 -1.8512 -0.3759
Si 0.8321 0.7145 -2.3619
C 2.2080 -0.4476 -2.9120
C 3.3371 0.3781 -2.9965
H 3.1794 1.4679 -2.9892
C 4.6303 -0.1263 -3.0160
H 5.4601 0.5820 -3.0310
C 4.8374 -1.4976 -3.0586
H 5.8551 -1.8763 -3.1772
C 3.7222 -2.3376 -2.9986
H 3.8974 -3.4022 -3.0645
C 2.4162 -1.8325 -2.8621
H 1.5930 -2.5174 -2.6975
C -0.9555 0.9681 -2.8952
C -0.7737 1.8725 -3.9694
H 0.1455 1.8074 -4.5742
C -1.6616 2.9418 -4.1626
H -1.4176 3.6944 -4.9299
C -2.8420 3.0014 -3.3910
H -3.5382 3.8217 -3.5894
C -3.1228 1.9992 -2.4511
H -4.0942 2.0376 -1.9255
C -2.1834 0.9777 -2.1966
H -2.4130 0.2450 -1.4193
H 0.6049 0.3306 -0.9096
H 1.3506 1.9719 -2.2578
N -1.9646 -1.8085 3.3168
C -0.9101 -2.2544 4.2944
C 0.4362 -2.3682 3.5971
N 0.7200 -1.1508 2.8095
H -2.8450 -1.5698 3.7799
H -2.2197 -2.6060 2.6996
H -0.9091 -1.5453 5.1447
H -1.2090 -3.2169 4.7191
H 1.2075 -2.4854 4.3438
H 0.5093 -3.2637 2.9596
H 1.3089 -0.5226 3.3458
H 1.3172 -1.3867 2.0269
```

net charge = 0
HOMO-LUMO gap (alpha / beta) = 5.3 / 7.7 eV
multiplicity = 4
highest occupied orbital energy (alpha / beta) = -4.97 / -7.45 eV

---

Number 1: total energy -56583.010 eV. Number 2: total energy -211115.704 eV. Number 3: total energy -57735.148 eV.